Record 1
ORCA calculation (wB97M-V/def2-TZVPD) on a single C19H19ClN4O5S2 molecule.

```
50
Properties=species:S:1:pos:R:3:forces:R:3:nbo_charge:R:1
C 1.318 2.236 -2.767 -0.1 0.1 -0.1 -0.2446
H 0.972 2.931 -2.004 -0.1 0.0 -0.1 0.2029
O 2.196 1.346 -2.125 0.2 -0.2 -0.1 -0.5585
C 2.777 0.399 -2.993 0.0 0.0 0.0 -0.0698
C 3.637 -0.553 -2.155 0.0 0.3 -0.5 -0.2461
N 2.826 -1.070 -1.070 -0.1 -0.2 0.0 -0.4447
C 2.665 -0.365 0.080 -0.3 0.1 0.8 0.3669
N 1.780 -0.633 0.984 0.3 0.0 0.1 -0.6080
C 0.891 -1.650 0.756 -0.1 -0.5 -0.5 0.2717
C -0.153 -1.854 1.666 0.0 -0.2 -0.1 -0.2977
C -1.096 -2.820 1.393 0.4 0.2 -0.2 0.0187
C -1.020 -3.626 0.258 0.1 -0.1 -0.1 -0.2424
C 0.017 -3.441 -0.625 0.1 0.0 0.0 -0.1048
C 0.974 -2.451 -0.393 -0.2 0.1 0.4 -0.2376
C 2.006 -2.171 -1.381 0.0 -0.1 0.1 0.6779
O 2.176 -2.780 -2.415 -0.1 0.0 -0.1 -0.5924
H 0.102 -4.036 -1.521 0.0 -0.1 -0.1 0.2422
H -1.778 -4.369 0.074 -0.1 -0.1 0.0 0.2354
Cl -2.420 -3.022 2.474 -0.3 -0.1 0.3 0.0114
H -0.218 -1.243 2.553 0.0 0.1 0.1 0.2385
S 3.770 0.969 0.359 0.5 0.3 0.2 0.3087
C 3.057 1.809 1.814 0.0 -0.3 -0.3 -0.6122
H 2.790 1.053 2.550 0.0 0.1 0.1 0.2544
C 1.866 2.665 1.389 0.1 -0.4 0.3 0.6739
O 1.945 3.856 1.207 0.1 0.4 -0.1 -0.5973
N 0.749 1.906 1.253 -0.1 -0.3 0.2 -0.6575
C -0.485 2.242 0.710 -0.4 0.2 -0.2 0.2410
C -1.354 1.188 0.430 0.3 0.1 0.0 -0.2544
C -2.591 1.442 -0.108 -0.1 -0.3 -0.2 -0.3055
C -3.013 2.726 -0.385 -0.2 0.1 -0.1 -0.2168
C -2.148 3.776 -0.110 -0.1 -0.2 0.0 -0.1841
C -0.896 3.546 0.435 0.2 0.1 0.0 -0.2547
H -0.226 4.365 0.643 0.0 0.0 0.0 0.2557
H -2.452 4.790 -0.322 0.0 0.1 0.0 0.2213
H -3.989 2.883 -0.815 -0.1 0.1 -0.1 0.2395
S -3.613 0.011 -0.389 -0.4 -0.3 0.6 2.3055
O -4.701 0.335 -1.265 0.0 0.3 0.2 -0.9344
O -2.762 -1.103 -0.704 0.1 0.2 0.3 -0.9476
N -4.231 -0.233 1.154 0.3 0.2 -0.7 -1.0818
H -3.914 -1.101 1.560 0.2 -0.2 0.0 0.4076
H -5.235 -0.159 1.174 -0.2 0.1 -0.1 0.4047
H -1.072 0.162 0.606 0.2 -0.1 0.1 0.2389
H 0.897 0.900 1.374 0.1 0.3 0.0 0.4333
H 3.858 2.448 2.180 -0.1 0.0 0.0 0.2613
H 4.506 -0.038 -1.746 0.0 -0.1 -0.1 0.2215
H 3.953 -1.399 -2.769 0.0 0.2 0.1 0.2562
H 3.400 0.894 -3.751 0.0 -0.1 0.0 0.1802
H 1.990 -0.174 -3.507 0.1 0.0 0.0 0.1833
H 1.829 2.789 -3.563 0.0 0.0 0.0 0.1682
H 0.459 1.705 -3.195 0.0 0.0 0.0 0.1723
```
Forces are in eV/Å.

The calculation puts the HOMO energy at -8.77 eV. The structure (SMILES) is COCCn1c(SCC(=O)Nc2cccc(S(N)(=O)=O)c2)nc2cc(Cl)ccc2c1=O.


Record 2
ORCA calculation (wB97M-V/def2-TZVPD) on a single C19H19F2N3OS molecule.

```
45
Properties=species:S:1:pos:R:3:forces:R:3:nbo_charge:R:1
C 2.351 3.864 2.058 0.0 0.0 -0.1 -0.6471
C 2.284 2.536 1.395 -0.1 -0.1 0.4 0.1955
C 2.122 1.300 1.954 0.0 0.3 0.1 -0.3044
C 2.128 0.354 0.896 0.0 0.1 -0.4 -0.0905
C 1.999 -1.031 0.841 0.1 0.1 -0.1 -0.1985
C 2.041 -1.661 -0.388 0.1 -0.1 0.0 -0.0663
C 2.205 -0.914 -1.562 0.0 -0.1 0.1 -0.2209
C 2.340 0.457 -1.538 0.0 0.2 -0.1 -0.2623
C 2.297 1.094 -0.304 -0.1 -0.6 0.1 0.2018
N 2.391 2.416 0.029 0.0 0.1 0.1 -0.3669
C 2.568 3.516 -0.875 0.0 0.3 -0.1 -0.4019
H 2.685 3.137 -1.887 0.0 0.0 0.0 0.2185
H 3.460 4.092 -0.613 0.0 0.0 -0.1 0.2055
H 1.703 4.185 -0.851 0.1 0.0 -0.1 0.2034
H 2.468 1.006 -2.459 0.0 0.0 -0.1 0.2121
H 2.230 -1.432 -2.510 0.0 0.0 -0.1 0.2086
C 1.775 -3.142 -0.476 0.2 0.1 0.0 -0.2447
N 0.340 -3.354 -0.432 -0.5 0.1 -0.1 -0.5819
C -0.316 -3.817 0.646 -0.1 -0.3 -0.2 0.2870
S 0.368 -4.793 1.787 0.2 -0.3 0.5 -0.2542
N -1.657 -3.536 0.725 0.0 -0.3 0.0 -0.6120
C -2.323 -2.412 0.245 -0.2 0.6 -0.3 0.1231
C -1.674 -1.193 0.043 -0.1 -0.2 0.2 -0.1962
C -2.370 -0.092 -0.424 -0.2 0.1 -0.1 -0.2837
C -3.730 -0.191 -0.672 0.0 0.0 0.0 0.2638
C -4.393 -1.393 -0.452 0.0 0.4 0.0 -0.2304
C -3.696 -2.491 0.000 0.2 0.0 0.0 -0.2100
H -4.212 -3.424 0.173 -0.1 -0.1 0.0 0.2181
H -5.452 -1.446 -0.647 -0.1 0.0 0.0 0.2329
O -4.502 0.862 -1.155 -0.1 -0.6 -0.1 -0.4912
C -4.071 2.117 -0.944 0.5 0.9 0.8 0.7943
F -5.113 2.948 -1.090 -0.4 0.0 0.0 -0.3257
F -3.154 2.513 -1.871 0.2 -0.2 -0.2 -0.3538
H -3.617 2.290 0.052 -0.2 -0.3 -0.3 0.1156
H -1.833 0.828 -0.592 0.0 0.1 0.0 0.2332
H -0.626 -1.082 0.274 0.1 0.0 0.0 0.2291
H -2.182 -4.154 1.328 0.3 0.1 0.0 0.4217
H -0.193 -2.810 -1.097 0.0 0.0 0.1 0.3990
H 2.208 -3.681 0.369 0.0 0.0 -0.2 0.2507
H 2.165 -3.559 -1.408 0.0 0.0 0.1 0.2038
H 1.864 -1.605 1.747 0.0 -0.1 0.1 0.2257
H 2.013 1.085 2.998 0.0 0.0 0.2 0.2236
H 1.569 4.527 1.685 0.0 0.1 0.0 0.2196
H 2.224 3.745 3.130 0.0 0.0 0.0 0.2354
H 3.313 4.343 1.873 0.0 0.1 0.0 0.2206
```
Forces are in eV/Å.

The calculation puts the relative energy (zero: lowest compared OMol25 entry of this formula, charge and spin) at 0.000 eV. The calculation puts the HOMO energy at -8.01 eV. The structure (SMILES) is Cc1cc2cc(CNC(=S)Nc3ccc(OC(F)F)cc3)ccc2n1C.


Record 3
ORCA calculation (wB97M-V/def2-TZVPD) on a molecular structure, C19H19F2NSn.

```
42
Properties=species:S:1:pos:R:3:forces:R:3:nbo_charge:R:1
C -0.110 -1.183 -2.930 -1.4 -0.9 0.1 -0.4907
C 1.718 -3.169 -1.198 0.4 -0.3 0.3 -0.2016
C 1.026 -0.285 -2.827 -1.0 1.2 -0.1 -0.0895
H -0.688 -0.872 -3.830 0.0 0.0 0.5 0.2225
C 2.314 -2.174 -0.542 0.3 -0.5 0.3 -0.1830
H 1.414 -4.068 -0.646 0.2 0.5 0.0 0.2015
H 0.730 0.772 -2.822 0.1 -0.3 0.0 0.1726
H 2.576 -2.335 0.513 -0.5 0.1 -0.3 0.2033
C 2.425 -0.521 -2.558 1.8 0.7 0.6 -0.4746
H 2.896 0.470 -2.728 0.1 -0.6 0.0 0.2145
H 2.899 -1.233 -3.250 -0.1 0.4 0.3 0.2056
C 0.125 -2.708 -3.124 0.1 0.1 -0.1 -0.3842
H 0.030 -2.924 -4.200 -0.1 0.0 0.3 0.2013
H -0.677 -3.264 -2.613 0.2 0.2 -0.2 0.2024
C 1.485 -3.292 -2.673 -0.6 -0.4 -0.5 -0.4477
H 2.300 -2.889 -3.292 -0.4 -0.3 0.4 0.2066
H 1.435 -4.376 -2.899 0.1 0.5 0.0 0.2134
C 2.821 -0.879 -1.079 0.0 0.3 -0.7 -0.4304
H 3.925 -0.842 -1.033 -0.3 -0.1 0.1 0.2142
H 2.462 -0.078 -0.413 0.1 -0.1 -0.2 0.2147
Sn -1.882 0.541 -0.321 0.4 0.0 -0.2 0.6213
H -0.846 -0.947 -2.056 1.2 -0.7 -1.3 0.2039
F -0.831 -2.705 4.025 -0.2 1.1 -0.2 -0.3314
C -1.060 -1.445 3.524 0.4 -0.7 -0.3 0.4421
C -0.899 -1.231 2.154 -0.3 -0.6 1.3 -0.3386
C -1.219 0.028 1.698 0.1 0.8 -1.7 -0.3564
C -1.464 1.137 2.516 -0.3 -0.8 1.8 -0.2331
C -1.615 0.830 3.891 -0.2 0.7 -0.2 0.4619
F -1.983 1.809 4.784 0.3 -0.6 -0.5 -0.3398
C -1.456 -0.443 4.409 0.1 -0.1 -0.2 -0.3883
C -1.547 2.468 1.919 0.1 0.5 -0.7 0.2150
C -1.934 3.638 2.575 0.0 0.2 0.1 -0.2267
C -1.902 4.863 1.911 0.1 -0.6 -0.1 -0.1517
C -1.428 4.906 0.596 0.2 -0.3 -0.1 -0.2619
C -1.086 3.711 -0.035 -0.5 -0.2 0.7 0.0578
N -1.220 2.510 0.586 -0.2 0.9 0.4 -0.5490
H -0.555 -2.034 1.496 -0.3 0.2 0.2 0.2380
H -1.613 -0.642 5.465 0.1 0.1 -0.2 0.2506
H -2.279 3.557 3.601 0.1 0.2 -0.3 0.2474
H -2.241 5.762 2.420 0.1 -0.1 -0.1 0.2263
H -1.336 5.843 0.051 0.0 -0.2 0.2 0.2288
H -0.714 3.697 -1.063 -0.3 -0.1 0.3 0.2129
```
Forces are in eV/Å.

The calculation puts the relative energy (zero: lowest compared OMol25 entry of this formula, charge and spin) at 0.000 eV. The calculation puts the HOMO energy (alpha / beta) at -6.98 / -5.70 eV.


Record 4
ORCA calculation (wB97M-V/def2-TZVPD) on 2 unconnected molecules or ions with the total composition C19H19F6N3O2.

```
49
Properties=species:S:1:pos:R:3:forces:R:3:nbo_charge:R:1
N -4.423 -0.521 1.141 0.1 -0.2 -0.2 0.2668
O -4.983 -1.563 0.873 0.5 -2.0 -0.9 -0.4919
O -5.138 0.331 1.625 -0.1 2.5 1.0 -0.5184
C -0.624 0.705 -5.620 0.4 -0.2 0.7 -0.4067
N -0.889 1.868 -4.776 -0.6 0.6 -0.4 -0.4746
C -0.403 3.134 -5.345 -0.2 -0.7 0.9 -0.2859
C 1.123 3.239 -5.195 -2.2 0.4 -0.4 0.9579
F 1.538 4.377 -5.783 0.6 -0.5 0.3 -0.3191
F 1.426 3.252 -3.885 0.8 0.1 -0.5 -0.3226
F 1.679 2.170 -5.791 0.9 0.7 0.3 -0.3259
C -0.939 1.706 -3.360 0.2 0.1 -0.2 0.2551
C -2.022 2.197 -2.617 0.3 0.0 -0.8 -0.2456
C -2.077 2.023 -1.263 0.3 0.0 0.6 -0.0775
C -1.046 1.353 -0.562 0.2 0.1 -0.3 -0.1835
C -1.193 1.168 0.833 -0.4 -0.4 -0.2 0.1057
C -0.494 0.314 1.715 0.3 -0.3 0.3 -0.1783
C -0.808 0.365 3.095 -0.1 0.3 -0.6 -0.1005
C -0.188 -0.450 3.998 0.6 -0.7 0.4 -0.1834
C 0.792 -1.367 3.586 0.3 0.1 -0.2 0.2286
N 1.506 -2.159 4.539 -0.6 -0.6 1.0 -0.4975
C 2.863 -1.757 4.909 -0.2 0.4 -0.7 -0.3983
C 1.257 -3.605 4.648 0.0 1.1 -0.6 -0.2883
C 1.957 -4.395 3.530 -1.3 0.6 1.9 0.9574
F 1.891 -5.707 3.826 0.4 0.2 -0.7 -0.3194
F 1.327 -4.148 2.369 0.6 -0.9 -0.2 -0.3235
F 3.237 -3.992 3.460 0.0 -0.9 -0.8 -0.3275
C 1.089 -1.446 2.216 0.3 -0.1 0.6 -0.2599
C 0.458 -0.648 1.307 -0.4 0.2 -0.2 -0.0669
C 0.078 0.934 -1.311 -0.1 0.1 0.2 -0.0699
C 0.115 1.088 -2.668 -0.3 0.0 -0.4 -0.2636
H -1.173 -0.157 -5.251 -0.1 0.0 0.0 0.2141
H -0.936 0.901 -6.643 -0.1 0.1 0.0 0.2095
H 0.440 0.480 -5.613 0.0 -0.5 -0.2 0.1887
H -0.669 3.193 -6.400 0.1 -0.1 0.0 0.2264
H -0.875 3.970 -4.831 0.2 0.1 0.0 0.2271
H -2.821 2.692 -3.140 -0.2 0.1 -0.1 0.2350
H -2.928 2.390 -0.715 -0.2 0.0 0.2 0.2372
H -1.984 1.739 1.288 -0.3 0.1 0.2 0.2301
H -1.557 1.059 3.435 -0.2 0.1 0.0 0.2289
H -0.441 -0.409 5.043 0.0 0.0 0.2 0.2283
H 2.909 -0.681 5.053 -0.1 0.1 0.1 0.2053
H 3.171 -2.248 5.829 -0.1 -0.1 0.1 0.2060
H 3.550 -2.036 4.112 0.4 0.3 0.2 0.1882
H 1.611 -3.962 5.616 0.1 0.0 -0.1 0.2236
H 0.185 -3.790 4.599 0.0 -0.1 -0.1 0.2325
H 1.808 -2.181 1.894 0.1 0.2 -0.1 0.2347
H 0.649 -0.814 0.263 0.0 -0.1 0.0 0.2071
H 0.959 0.581 -0.809 0.1 0.0 0.0 0.2076
H 0.994 0.806 -3.223 0.1 -0.2 0.0 0.2273
```
Forces are in eV/Å.

The calculation puts the relative energy (zero: lowest compared OMol25 entry of this formula, charge and spin) at 1.296 eV. The calculation puts the HOMO energy at -6.30 eV.


Number 1: largest force on an atom 0.83 eV/A. Number 2: largest force on an atom 1.28 eV/A. Number 3: largest force on an atom 2.04 eV/A. Number 4: largest force on an atom 2.69 eV/A.